Below is C49H45N5O6P2PtS as an isolated structure at a distorted geometry, with properties calculated with the ωB97M-V functional and the def2-TZVPD basis.

Total charge: +1
Spin multiplicity: 2
<S²>: 0.756
ΔE to the lowest compared entry with this formula, charge and spin, eV: 1.501
HOMO energy (spin up / spin down), eV: -10.63 / -10.54
HOMO-LUMO gap (spin up / spin down), eV: 6.80 / 6.60

Last column: Mulliken charge in e.
CARTESIAN COORDINATES (ANGSTROEM)
1 Pt 0.67048 1.38253 0.29380  4.355
2 C -2.63532 -0.22709 -0.07998  -1.538
3 N -2.94397 -0.02340 -1.51256  1.439
4 C -2.18032 0.63683 -2.23927  -0.272
5 P 1.26721 -0.26369 -1.27464  0.129
6 C 0.27497 -1.75121 -0.92304  0.573
7 C 0.59843 -2.37944 0.28509  -1.199
8 C 0.02229 -3.59744 0.61146  -0.606
9 C -0.87146 -4.20446 -0.26795  -0.861
10 C -1.18906 -3.58999 -1.46985  -0.878
11 C -0.62827 -2.35726 -1.79504  -0.401
12 C 0.88381 0.33491 -2.93722  1.057
13 C 0.68336 1.69771 -3.18133  -0.123
14 C 0.50936 2.14985 -4.48139  -0.915
15 C 0.53528 1.24505 -5.53741  -0.856
16 C 0.75463 -0.10759 -5.29947  -0.893
17 C 0.94485 -0.56605 -4.00283  -0.642
18 C -4.10322 -0.70381 -2.05822  0.730
19 C -4.75885 -0.17430 -3.16159  -0.458
20 C -5.84847 -0.83585 -3.69796  -0.934
21 C -6.28456 -2.03031 -3.14280  -0.465
22 C -5.63538 -2.54508 -2.03131  -0.989
23 C -4.55123 -1.87961 -1.48018  -0.042
24 P -1.70655 1.17019 0.73972  0.330
25 C -2.16540 0.81734 2.43911  0.660
26 C -2.36027 1.87639 3.31929  -0.581
27 C -2.61233 1.61559 4.65615  -0.938
28 C -2.63934 0.30833 5.12048  -0.663
29 C -2.40855 -0.74760 4.24803  -0.649
30 C -2.16756 -0.49604 2.90744  -0.605
31 C -2.73725 2.54162 0.17527  1.172
32 C -4.07218 2.61932 0.57407  -1.058
33 C -4.88443 3.62456 0.07051  -0.899
34 C -4.37164 4.55118 -0.83019  -0.745
35 C -3.04005 4.48257 -1.21871  -1.074
36 C -2.22357 3.47730 -0.72097  0.139
37 H -2.06318 -1.14382 0.05267  0.297
38 H -3.58409 -0.32074 0.43864  1.300
39 H -1.37651 1.19718 -1.78532  -0.816
40 H -2.38103 0.72386 -3.30242  0.442
41 H 1.30708 -1.89806 0.95303  0.450
42 H 0.28737 -4.09006 1.53880  0.579
43 H -1.31817 -5.15790 -0.01251  0.421
44 H -1.86008 -4.07534 -2.16954  0.559
45 H -0.89463 -1.88334 -2.73202  0.480
46 H 0.67480 2.39573 -2.34788  0.351
47 H 0.35504 3.20486 -4.67399  0.515
48 H 0.39805 1.59794 -6.55285  0.434
49 H 0.78446 -0.80736 -6.12515  0.507
50 H 1.15619 -1.61409 -3.81477  0.610
51 H -4.45172 0.77882 -3.57713  0.487
52 H -6.36756 -0.41079 -4.54678  0.424
53 H -7.13083 -2.55335 -3.56840  0.427
54 H -5.96290 -3.47696 -1.58973  0.416
55 H -4.04143 -2.30422 -0.62582  0.447
56 H -2.27947 2.89648 2.96203  0.422
57 H -2.76850 2.43715 5.34282  0.456
58 H -2.82593 0.10895 6.16802  0.415
59 H -2.40479 -1.76671 4.61404  0.500
60 H -1.96146 -1.32658 2.23948  0.172
61 H -4.47520 1.90337 1.28262  0.456
62 H -5.91996 3.68286 0.38138  0.481
63 H -5.00717 5.33633 -1.21846  0.442
64 H -2.63255 5.21267 -1.90705  0.510
65 H -1.17709 3.42822 -1.01258  0.151
66 C 3.16513 -2.65030 7.59253  -1.470
67 C 2.81674 -1.72488 6.45690  1.018
68 C 1.79722 -2.04126 5.55967  -1.012
69 C 1.50053 -1.20618 4.49676  -0.433
70 C 2.23658 -0.03937 4.32963  -0.588
71 C 3.24171 0.30966 5.21828  -0.227
72 C 3.52291 -0.53799 6.27752  -0.851
73 S 1.80733 1.04564 3.01845  1.301
74 O 2.48616 2.29960 3.18707  -0.715
75 O 0.36188 1.03034 3.00429  -0.061
76 N 2.21567 0.34095 1.58760  -0.113
77 C 3.31704 0.93453 0.95955  0.223
78 C 4.63334 0.83628 1.38453  -0.788
79 C 5.58908 1.55307 0.69532  -0.543
80 C 5.21787 2.32483 -0.40188  -1.165
81 C 3.89230 2.35159 -0.76943  -0.474
82 N 2.96555 1.67442 -0.09090  -0.388
83 H 2.66949 -3.61387 7.48483  0.359
84 H 2.86729 -2.22058 8.55099  0.316
85 H 4.24174 -2.81791 7.63057  0.373
86 H 1.22196 -2.94936 5.70265  0.355
87 H 0.70354 -1.43829 3.79979  0.373
88 H 3.78388 1.23653 5.07616  0.557
89 H 4.29859 -0.26928 6.98580  0.403
90 H 4.87323 0.22465 2.24401  0.596
91 H 6.62169 1.52489 1.01795  0.464
92 H 5.94740 2.88756 -0.96489  0.484
93 H 3.54614 2.92457 -1.62062  0.573
94 O 0.97465 3.61903 0.10638  -0.603
95 N 0.32341 4.23438 1.06253  0.668
96 O 0.58887 5.38456 1.30881  -0.736
97 O -0.58041 3.59084 1.64160  -0.279
98 O 2.67826 -0.69478 -1.20144  -0.308
99 N 4.48680 -1.81266 -2.94276  -0.340
100 C 4.02068 -3.05416 -3.04833  -0.138
101 C 3.62699 -3.60980 -4.26273  -0.560
102 C 3.70183 -2.82148 -5.40097  -0.227
103 C 4.14952 -1.51503 -5.29073  -0.531
104 C 4.53889 -1.05504 -4.03589  -0.159
105 H 3.94842 -3.61910 -2.12372  0.382
106 H 3.27784 -4.63426 -4.31436  0.403
107 H 3.41557 -3.22195 -6.36677  0.401
108 H 4.20123 -0.86593 -6.15757  0.434
109 H 4.90122 -0.04062 -3.89488  0.392

---

Below is an isolated ion of composition C6H18N4 and charge +2 at a distorted geometry, with properties calculated with the ωB97M-V functional and the def2-TZVPD basis.

Total charge: +2
ΔE to the lowest compared entry with this formula, charge and spin, eV: 3.124
HOMO energy, eV: -16.54
HOMO-LUMO gap, eV: 9.73

Last column: Mulliken charge in e.
CARTESIAN COORDINATES (ANGSTROEM)
1 C -1.24277 -0.90405 0.56408  -0.232
2 C -0.99705 -0.03725 -0.73927  -0.634
3 C 0.06625 0.04591 0.49712  0.852
4 C 2.00722 -1.31230 1.32744  -0.652
5 C -0.64665 -0.08715 -3.31255  -0.808
6 C 0.08301 1.18964 1.37784  -1.509
7 N -2.33591 -0.76961 1.44187  -0.578
8 N 1.37938 -0.55386 0.18419  -0.574
9 N 1.04827 2.37054 0.99312  -0.219
10 N -0.39529 -0.63205 -1.93473  -0.119
11 H -0.87287 -2.02465 0.52684  0.269
12 H -1.50443 0.89673 -0.86959  0.446
13 H 1.28717 -2.16762 1.46756  0.252
14 H 2.98935 -1.52082 0.86892  0.384
15 H 2.08939 -0.66549 2.29225  0.246
16 H -1.75654 0.03118 -3.32672  0.336
17 H -0.14905 0.93481 -3.44219  0.303
18 H -0.30058 -0.79931 -3.94293  0.418
19 H 0.48124 0.82755 2.34144  0.385
20 H -0.75572 1.70865 1.72171  0.550
21 H -2.72627 -1.61609 1.85091  0.291
22 H -3.08619 -0.29075 1.05925  0.227
23 H 2.00307 0.21005 -0.18665  0.404
24 H 0.69498 2.65863 0.14578  0.312
25 H 1.96890 1.84894 0.98047  0.364
26 H 1.14252 3.17592 1.70236  0.399
27 H 0.48690 -0.98710 -1.65845  0.429
28 H -0.95832 -1.53043 -1.93008  0.460

---

Which of these has the lowest ΔE to the lowest compared entry with this formula, charge and spin?
C49H45N5O6P2PtS

---

Which of these has the lowest ΔE to the lowest compared entry with this formula, charge and spin?
C49H45N5O6P2PtS

---

Number 1 is which compound?
C49H45N5O6P2PtS

---

Repeat the second record exactly.
Below is an isolated ion of composition C6H18N4 and charge +2 at a distorted geometry, with properties calculated with the ωB97M-V functional and the def2-TZVPD basis.

Total charge: +2
ΔE to the lowest compared entry with this formula, charge and spin, eV: 3.124
HOMO energy, eV: -16.54
HOMO-LUMO gap, eV: 9.73

Last column: Mulliken charge in e.
CARTESIAN COORDINATES (ANGSTROEM)
1 C -1.24277 -0.90405 0.56408  -0.232
2 C -0.99705 -0.03725 -0.73927  -0.634
3 C 0.06625 0.04591 0.49712  0.852
4 C 2.00722 -1.31230 1.32744  -0.652
5 C -0.64665 -0.08715 -3.31255  -0.808
6 C 0.08301 1.18964 1.37784  -1.509
7 N -2.33591 -0.76961 1.44187  -0.578
8 N 1.37938 -0.55386 0.18419  -0.574
9 N 1.04827 2.37054 0.99312  -0.219
10 N -0.39529 -0.63205 -1.93473  -0.119
11 H -0.87287 -2.02465 0.52684  0.269
12 H -1.50443 0.89673 -0.86959  0.446
13 H 1.28717 -2.16762 1.46756  0.252
14 H 2.98935 -1.52082 0.86892  0.384
15 H 2.08939 -0.66549 2.29225  0.246
16 H -1.75654 0.03118 -3.32672  0.336
17 H -0.14905 0.93481 -3.44219  0.303
18 H -0.30058 -0.79931 -3.94293  0.418
19 H 0.48124 0.82755 2.34144  0.385
20 H -0.75572 1.70865 1.72171  0.550
21 H -2.72627 -1.61609 1.85091  0.291
22 H -3.08619 -0.29075 1.05925  0.227
23 H 2.00307 0.21005 -0.18665  0.404
24 H 0.69498 2.65863 0.14578  0.312
25 H 1.96890 1.84894 0.98047  0.364
26 H 1.14252 3.17592 1.70236  0.399
27 H 0.48690 -0.98710 -1.65845  0.429
28 H -0.95832 -1.53043 -1.93008  0.460